Below is a structure of composition C21H43CeN2OP3 at a distorted geometry, with properties calculated with wB97M-V/def2-TZVPD.

Geometry (Å):
Ce 0.727 2.440 1.019
P 0.631 -2.712 0.494
P 0.659 -1.152 -3.641
P -1.507 0.829 2.049
H 1.601 2.877 -1.755
C 1.546 3.484 -0.853
C 2.592 3.340 0.186
H 3.458 2.675 -0.014
C -1.093 -3.351 0.357
C 1.513 -4.331 0.278
C 0.756 -2.645 2.334
C 0.761 0.287 -4.738
C 2.060 -1.197 -2.477
C 0.292 -2.708 -4.517
C -2.154 2.532 2.318
C -1.477 0.149 3.767
C -2.994 -0.013 1.384
H 0.962 4.424 -0.946
H 2.764 4.119 0.983
H -1.098 -4.441 0.493
H -1.506 -3.108 -0.627
H -1.706 -2.872 1.132
H 1.002 -5.165 0.783
H 2.517 -4.207 0.709
H 1.606 -4.547 -0.790
H 0.060 -3.377 2.781
H 0.487 -1.632 2.684
H 1.777 -2.886 2.646
H 1.226 0.084 -5.724
H 1.252 1.146 -4.270
H -0.311 0.512 -4.920
H 2.811 -1.889 -2.856
H 1.793 -1.535 -1.454
H 2.536 -0.194 -2.408
H 0.892 -2.769 -5.438
H -0.773 -2.813 -4.762
H 0.590 -3.576 -3.886
H -2.762 2.416 3.229
H -2.801 2.870 1.493
H -1.387 3.314 2.515
H -2.293 0.628 4.335
H -0.517 0.336 4.269
H -1.653 -0.937 3.721
H -3.904 0.430 1.817
H -2.959 -1.083 1.639
H -3.008 0.111 0.288
C -2.218 0.943 -2.257
C -3.488 0.561 -2.702
C -4.581 1.382 -2.356
C -4.432 2.623 -1.727
C -3.131 3.048 -1.412
C -2.036 2.215 -1.646
O -1.210 0.012 -2.173
H -0.600 -0.582 -2.781
H -3.588 -0.423 -3.186
H -5.561 1.100 -2.725
H -5.335 3.199 -1.512
H -3.011 3.973 -0.833
H -1.036 2.631 -1.435
C 3.775 -0.315 1.161
C 3.150 0.300 2.334
N 2.218 1.255 2.251
C 1.908 1.647 3.564
C 2.734 0.969 4.410
N 3.531 0.145 3.611
H 4.661 -0.886 1.474
H 3.027 -1.002 0.730
H 4.054 0.439 0.396
H 1.194 2.441 3.773
H 2.776 0.975 5.488
H 4.230 -0.512 3.928

Kohn-Sham gap (spin up / spin down): 3.0519 / 3.0751 eV
Charge: +4
ΔE to the lowest compared entry with this formula, charge and spin: 119.4 kcal per mole